#a
A cluster of 2 separate species, C2H8N2O3S in total, computed with ωB97M-V/def2-TZVPD.

The geometry in XYZ format:
```
16
Properties=species:S:1:pos:R:3
C -2.13 -0.21 -1.13
C 0.63 0.08 0.75
N 0.39 -1.14 1.15
N 0.42 1.20 1.37
O 2.96 0.17 0.13
O 1.49 -0.99 -1.46
O 1.45 1.48 -1.29
S 1.78 0.20 -0.72
H -2.31 -1.26 -0.91
H -2.63 0.05 -2.05
H -2.50 0.40 -0.32
H 0.67 -1.85 0.48
H 0.06 -1.41 2.07
H 0.08 1.31 2.32
H -1.06 -0.05 -1.26
H 0.72 2.01 0.85
```

Output
* M: 140.164 g mol⁻¹



#b
A cluster of 2 separate species, C2H8N2O3S in total, computed with ωB97M-V/def2-TZVPD.

The geometry in XYZ format:
```
16
Properties=species:S:1:pos:R:3
H 0.26 -2.39 0.36
N 0.31 -1.45 0.88
C -0.51 -0.69 0.23
C -1.34 -0.96 -1.00
S -0.72 0.95 1.06
O -1.89 1.08 1.88
O -0.46 2.07 0.22
O 0.50 0.92 2.02
H -2.27 -0.54 -0.95
H -1.59 -1.99 -1.15
H -0.80 -0.68 -1.96
H 0.90 -0.02 2.41
N 1.70 0.72 -0.92
H 2.04 0.88 -1.86
H 2.49 0.40 -0.42
H 1.37 1.68 -0.80
```

Output
* M: 140.164 g mol⁻¹



Which structure is the most stable? The one labeled #a.



#a
A cluster of 3 separate species, CH7NO2 in total, computed with ωB97M-V/def2-TZVPD.

The geometry in XYZ format:
```
11
Properties=species:S:1:pos:R:3
C 5.42 -0.46 -0.94
N 5.78 -0.45 0.29
H 5.63 0.27 -1.56
H 5.00 -1.35 -1.52
H 5.10 -0.91 0.88
O -3.33 1.40 -0.13
H -3.06 1.82 0.70
H -3.58 2.10 -0.66
O -5.50 -0.85 0.71
H -6.20 -0.32 1.02
H -5.22 -0.06 0.18
```

Output
* M: 65.072 g mol⁻¹



#b
A cluster of 3 separate species, CH7NO2 in total, computed with ωB97M-V/def2-TZVPD.

The geometry in XYZ format:
```
11
Properties=species:S:1:pos:R:3
C -1.74 0.00 -1.09
N -1.54 -0.02 0.15
H -0.98 -0.37 -1.78
H -2.66 0.40 -1.48
H -2.33 0.25 0.73
O 0.72 -0.24 2.18
H 1.11 0.56 1.83
H -0.02 -0.61 1.69
O 2.00 0.26 -1.18
H 2.23 0.36 -2.11
H 1.86 -0.68 -1.02
```

Output
* M: 65.072 g mol⁻¹



Which structure is the most stable? The one labeled #b.



#a
A structure of composition C3H3Br2F, computed with ωB97M-V/def2-TZVPD.

The geometry in XYZ format:
```
9
Properties=species:S:1:pos:R:3
C -2.00 0.49 -0.28
C -0.88 0.77 0.35
C 2.60 -0.73 -0.31
F -0.39 -0.09 1.25
Br 3.00 -1.23 1.41
Br 3.35 -1.79 -1.68
H -2.63 1.14 -0.88
H -2.61 -0.45 -0.16
H -0.44 1.89 0.30
```

Output
* M: 217.863 g mol⁻¹



#b
The molecule C3H3Br2F, computed with ωB97M-V/def2-TZVPD.

The geometry in XYZ format:
```
9
Properties=species:S:1:pos:R:3
C -0.33 1.32 0.58
C -0.51 0.15 -0.12
Br -2.27 -0.12 -0.77
C 0.49 -0.94 -0.41
F 0.61 -1.72 0.78
Br 2.30 -0.31 -0.81
H -1.07 1.92 0.92
H 0.55 1.38 1.12
H 0.24 -1.68 -1.29
```

Output
* M: 217.863 g mol⁻¹



Which structure is the most stable? The one labeled #b.



#a
A cluster of 2 separate species, CH3N3O in total, computed with ωB97M-V/def2-TZVPD.

The geometry in XYZ format:
```
8
Properties=species:S:1:pos:R:3
N -2.11 0.30 -0.43
N -1.28 1.05 -0.35
O -0.44 1.81 -0.23
C 0.53 -0.96 0.20
N 0.93 0.18 0.43
H 1.06 -1.75 -0.12
H -0.59 -1.18 0.43
H 1.90 0.55 0.08
```

Output
* M: 73.055 g mol⁻¹



#b
The molecule CH3N3O, computed with ωB97M-V/def2-TZVPD.

The geometry in XYZ format:
```
8
Properties=species:S:1:pos:R:3
N 2.67 0.58 -0.35
C 1.88 -0.05 0.17
O 0.84 -0.69 0.53
N -0.44 -0.49 -0.49
N -1.36 0.40 -0.16
H -0.81 -1.39 -0.11
H -1.73 0.24 0.79
H -1.07 1.39 -0.39
```

Output
* M: 73.055 g mol⁻¹



#c
A cluster of 2 separate species, CH3N3O in total, computed with ωB97M-V/def2-TZVPD.

The geometry in XYZ format:
```
8
Properties=species:S:1:pos:R:3
C 1.51 0.01 0.19
N -1.78 -0.40 -0.02
N -1.18 0.56 -0.16
N 2.23 0.93 -0.03
O 1.22 -1.10 0.31
H -1.34 -1.28 0.46
H -2.81 -0.67 -0.32
H 2.15 1.95 -0.43
```

Output
* M: 73.055 g mol⁻¹



Which structure is the most stable? The one labeled #c.



#a
A cluster of 11 separate species, C26H77N3O14 in total, computed with ωB97M-V/def2-TZVPD.

The geometry in XYZ format:
```
120
Properties=species:S:1:pos:R:3
C -4.13 -3.43 7.02
O -4.41 -3.29 5.62
C -4.22 -4.53 4.84
C -4.33 -4.33 3.29
N -5.71 -4.11 2.85
C -5.73 -3.99 1.37
C -7.18 -3.67 0.87
O -7.39 -2.33 1.36
C -8.74 -1.97 1.51
H -3.06 -3.58 7.14
H -4.64 -4.26 7.52
H -4.40 -2.50 7.52
H -4.94 -5.28 5.17
H -3.23 -4.95 4.98
H -3.98 -5.28 2.87
H -3.70 -3.51 2.95
H -5.91 -3.21 3.26
H -5.29 -4.89 0.94
H -5.09 -3.23 0.92
H -7.88 -4.30 1.42
H -7.41 -3.78 -0.19
H -8.87 -0.90 1.68
H -9.11 -2.43 2.42
H -9.41 -2.27 0.70
C 2.19 5.80 5.33
O 1.18 4.80 5.62
C 1.72 3.54 6.03
C 0.55 2.63 6.52
N -0.30 2.32 5.33
C -1.64 1.77 5.73
C -2.55 1.43 4.52
O -2.81 2.59 3.76
C -3.45 2.32 2.49
H 1.71 6.76 5.18
H 2.76 5.48 4.45
H 2.93 5.85 6.12
H 2.42 3.55 6.87
H 2.31 3.04 5.27
H -0.10 3.21 7.18
H 0.80 1.78 7.16
H -0.48 3.18 4.83
H -2.26 2.41 6.36
H -1.48 0.82 6.23
H -3.50 1.00 4.85
H -2.11 0.69 3.86
H -4.33 1.69 2.62
H -2.90 1.79 1.71
H -3.72 3.28 2.06
C 9.36 0.68 -8.98
O 8.34 0.95 -8.04
C 8.81 0.87 -6.65
C 7.82 1.49 -5.63
N 8.37 1.48 -4.30
C 7.67 2.39 -3.39
C 8.00 1.99 -1.95
O 7.52 0.68 -1.61
C 6.12 0.64 -1.58
H 9.60 -0.38 -8.92
H 10.30 1.21 -8.81
H 9.12 0.83 -10.03
H 9.80 1.32 -6.58
H 9.02 -0.18 -6.42
H 6.85 1.00 -5.73
H 7.69 2.54 -5.88
H 8.14 0.53 -4.04
H 6.60 2.32 -3.60
H 7.98 3.41 -3.61
H 7.64 2.81 -1.33
H 9.08 2.00 -1.79
H 5.63 1.38 -2.20
H 5.83 0.73 -0.53
H 5.90 -0.39 -1.88
C -2.44 4.91 -2.97
O -1.14 5.43 -3.14
H -2.88 5.28 -2.04
H -3.06 5.10 -3.84
H -2.47 3.82 -2.97
H -0.58 4.96 -2.53
C 1.16 4.94 0.93
O 1.80 4.58 -0.28
H 1.64 4.55 1.83
H 1.19 6.03 0.95
H 0.14 4.60 0.78
H 2.49 5.19 -0.54
C -2.34 -5.05 -4.96
O -3.48 -4.71 -4.22
H -1.57 -4.33 -4.68
H -1.93 -6.03 -4.74
H -2.65 -5.00 -6.00
H -4.20 -5.24 -4.57
C -5.40 0.16 -3.66
O -6.51 0.63 -2.92
H -5.54 -0.83 -4.08
H -5.14 0.81 -4.51
H -4.46 0.07 -3.12
H -6.59 0.00 -2.19
C 0.18 -6.39 -0.21
O 1.03 -6.61 -1.34
H -0.70 -5.84 -0.52
H -0.17 -7.36 0.15
H 0.63 -5.74 0.54
H 1.30 -5.74 -1.64
C 0.99 1.24 -7.33
O -0.04 0.50 -6.64
H 1.96 0.75 -7.31
H 0.62 1.32 -8.35
H 1.11 2.27 -7.01
H 0.04 0.62 -5.69
C -0.65 -0.74 -0.67
O -0.35 0.15 -1.68
H -1.04 -0.22 0.20
H -1.49 -1.38 -0.92
H 0.22 -1.36 -0.46
H 0.11 0.92 -1.34
C 1.89 -2.40 4.99
O 1.98 -1.37 4.01
H 2.33 -2.00 5.91
H 0.82 -2.56 5.13
H 2.31 -3.36 4.70
H 1.48 -0.60 4.31
```

Output
* M: 655.909 g mol⁻¹



#b
A cluster of 11 separate species, C26H77N3O14 in total, computed with ωB97M-V/def2-TZVPD.

The geometry in XYZ format:
```
120
Properties=species:S:1:pos:R:3
C -2.98 5.22 2.38
O -2.25 5.64 1.14
C -1.44 4.69 0.46
C -0.89 5.35 -0.80
N 0.23 4.70 -1.42
C -0.21 3.40 -1.93
C 0.99 2.81 -2.65
O 0.70 1.69 -3.30
C 1.76 1.18 -4.01
H -3.38 5.96 3.21
H -2.26 4.49 2.93
H -3.64 4.39 2.37
H -2.03 3.76 0.06
H -0.63 4.77 1.19
H -0.41 6.20 -0.32
H -1.64 5.65 -1.48
H 1.02 4.65 -0.97
H -0.98 3.41 -2.62
H -0.55 2.76 -1.07
H 1.86 2.78 -2.02
H 1.06 3.63 -3.58
H 2.54 1.17 -3.33
H 2.12 1.60 -5.05
H 1.32 0.13 -4.32
C -3.59 1.39 -0.92
O -2.75 1.54 0.25
C -3.36 1.07 1.40
C -2.30 1.03 2.59
N -3.04 0.77 3.75
C -2.25 1.00 5.01
C -3.09 0.48 6.15
O -2.50 1.02 7.33
C -3.03 0.53 8.51
H -3.74 0.38 -1.32
H -3.24 1.73 -1.85
H -4.49 1.72 -0.88
H -3.67 0.10 1.17
H -4.32 1.67 1.72
H -1.84 2.11 2.64
H -1.59 0.36 2.39
H -3.06 -0.23 3.76
H -2.18 2.00 5.26
H -1.20 0.47 5.05
H -3.29 -0.64 6.31
H -4.19 0.94 6.16
H -2.59 1.22 9.36
H -3.03 -0.61 8.79
H -3.98 0.72 8.74
C -2.95 -10.41 -5.18
O -1.75 -9.83 -4.95
C -1.75 -8.53 -4.18
C -0.33 -7.95 -4.17
N -0.33 -6.70 -3.41
C 0.90 -5.94 -3.54
C 0.89 -4.49 -2.91
O 2.20 -3.95 -3.00
C 2.12 -2.55 -2.77
H -3.12 -10.71 -4.18
H -2.86 -11.44 -5.36
H -3.75 -9.89 -5.69
H -2.40 -8.81 -3.14
H -2.44 -7.95 -4.51
H -0.45 -7.56 -5.26
H 0.37 -8.65 -3.98
H -0.57 -6.90 -2.34
H 1.08 -5.60 -4.59
H 1.82 -6.70 -3.25
H 0.94 -4.88 -2.01
H 0.03 -4.02 -3.13
H 1.70 -2.28 -1.99
H 1.77 -2.01 -3.65
H 3.23 -2.42 -2.49
C 0.93 3.52 2.99
O 2.07 2.65 2.89
H 1.14 4.63 3.51
H 0.12 3.10 3.82
H 0.39 3.75 2.15
H 2.66 2.94 3.46
C 1.69 -1.11 3.40
O 1.50 -1.33 4.87
H 1.15 -0.19 2.92
H 1.82 -2.14 2.98
H 2.67 -0.73 3.36
H 1.85 -0.53 5.40
C 2.91 5.90 0.38
O 2.34 4.85 -0.34
H 2.31 6.49 0.97
H 3.57 6.71 -0.31
H 3.71 5.59 1.07
H 2.61 3.98 -0.04
C 0.55 1.37 0.35
O 1.66 0.48 0.30
H 0.84 2.26 -0.30
H 0.53 1.72 1.37
H -0.39 0.99 -0.12
H 1.09 -0.30 0.16
C -0.76 -2.27 0.00
O 0.55 -2.14 0.41
H -0.97 -1.35 -0.17
H -1.50 -2.48 0.77
H -0.82 -2.80 -1.02
H 0.92 -3.15 0.37
C -1.51 -0.56 -2.27
O -1.89 0.11 -3.51
H -0.60 -0.18 -1.88
H -1.23 -1.69 -2.35
H -2.36 -0.43 -1.60
H -1.16 0.72 -3.57
C 5.17 2.04 0.35
O 4.14 2.20 -0.57
H 5.06 1.06 0.85
H 5.34 2.62 1.03
H 6.06 2.06 -0.41
H 3.40 1.80 -0.33
C 4.73 0.00 -1.34
O 5.60 -1.02 -1.86
H 3.73 -0.24 -1.41
H 4.71 1.02 -1.82
H 5.12 0.51 -0.34
H 6.29 -1.07 -1.16
```

Output
* M: 655.909 g mol⁻¹



Which structure is the most stable? The one labeled #a.



#a
A cluster of 2 separate species, C3H6ClNOS in total, computed with ωB97M-V/def2-TZVPD.

The geometry in XYZ format:
```
13
Properties=species:S:1:pos:R:3
C 1.42 -0.03 1.19
C 1.06 -0.73 -0.06
N 0.68 -0.23 -1.13
S 0.81 1.44 -1.22
H 0.72 -0.47 1.90
H 2.45 -0.31 1.49
H 1.44 1.02 1.19
H 1.21 -1.87 0.04
H 0.57 1.39 -2.53
O -2.83 -1.09 -0.97
C -2.68 -0.03 -0.44
Cl -2.77 0.09 1.38
H -2.07 0.84 -0.84
```

Output
* M: 139.607 g mol⁻¹



#b
The molecule C3H6ClNOS, computed with ωB97M-V/def2-TZVPD.

The geometry in XYZ format:
```
13
Properties=species:S:1:pos:R:3
C -0.31 -1.68 0.04
O -0.20 -0.51 -0.78
C 0.03 0.71 -0.18
C 0.52 0.88 1.29
Cl 2.14 0.18 1.50
N -0.16 1.79 -0.81
S -0.62 1.80 -2.49
H -1.10 -1.55 0.77
H 0.64 -1.92 0.47
H -0.62 -2.54 -0.64
H 0.56 1.97 1.52
H -0.22 0.40 2.04
H -0.65 0.45 -2.73
```

Output
* M: 139.607 g mol⁻¹



#c
The molecule C3H6ClNOS, computed with ωB97M-V/def2-TZVPD.

The geometry in XYZ format:
```
13
Properties=species:S:1:pos:R:3
S -2.81 -0.02 -0.51
C -1.68 -0.86 0.28
N -0.57 -0.41 0.92
O -0.16 0.90 0.90
C 0.53 1.27 -0.26
C 2.02 0.90 -0.15
Cl 2.42 -0.87 -0.29
H -1.71 -1.98 0.38
H 0.07 -1.03 1.38
H 0.02 0.94 -1.17
H 0.48 2.36 -0.29
H 2.67 1.42 -0.86
H 2.36 1.23 0.88
```

Output
* M: 139.607 g mol⁻¹



Which structure is the most stable? The one labeled #b.



#a
The molecule C3H6ClNOS, computed with ωB97M-V/def2-TZVPD.

The geometry in XYZ format:
```
13
Properties=species:S:1:pos:R:3
C -1.06 -0.83 0.73
C -0.13 -0.82 -0.50
N 0.41 0.53 -0.76
S -0.67 1.85 -1.16
C 1.72 0.73 -0.06
O 2.39 -0.25 0.31
Cl 2.32 2.32 0.05
H -1.71 0.01 0.72
H -1.68 -1.70 0.71
H -0.44 -0.87 1.52
H 0.71 -1.37 -0.23
H -0.60 -1.17 -1.40
H -1.26 1.56 0.06
```

Output
* M: 139.607 g mol⁻¹



#b
A cluster of 2 separate species, C3H6ClNOS in total, computed with ωB97M-V/def2-TZVPD.

The geometry in XYZ format:
```
13
Properties=species:S:1:pos:R:3
C -1.72 0.89 -0.83
C -0.27 1.09 -0.97
N 0.65 0.20 -1.00
S 0.30 -1.40 -1.46
H -2.10 1.23 0.14
H -2.23 1.37 -1.68
H -1.94 -0.15 -0.82
H 0.02 2.16 -0.69
H 1.60 -1.81 -1.41
O 2.21 0.02 1.85
C 1.62 -0.99 2.19
Cl -0.13 -0.79 1.90
H 1.99 -1.82 2.79
```

Output
* M: 139.607 g mol⁻¹



Which structure is the most stable? The one labeled #a.